(1)
{
  "formula": "C33H72N2O2PS",
  "method": "ωB97M-V/def2-TZVPD",
  "total_energy_ha": -2299.76259,
  "total_charge": 1,
  "homo_energy_ev": -11.8,
  "gap_ev": 8.1,
  "symbols": ["S", "P", "O", "O", "N", "N", "C", "C", "C", "C", "C", "C", "C", "C", "C", "C", "C", "C", "C", "C", "C", "C", "C", "C", "C", "C", "C", "C", "C", "C", "C", "C", "C", "C", "C", "C", "C", "C", "C", "H", "H", "H", "H", "H", "H", "H", "H", "H", "H", "H", "H", "H", "H", "H", "H", "H", "H", "H", "H", "H", "H", "H", "H", "H", "H", "H", "H", "H", "H", "H", "H", "H", "H", "H", "H", "H", "H", "H", "H", "H", "H", "H", "H", "H", "H", "H", "H", "H", "H", "H", "H", "H", "H", "H", "H", "H", "H", "H", "H", "H", "H", "H", "H", "H", "H", "H", "H", "H", "H", "H", "H"],
  "xyz": [[3.46251, -3.36151, -0.34978], [3.43670, -7.23580, 3.37613], [3.43874, -4.66805, 4.09270], [3.84663, -8.77729, 2.78317], [3.92283, -5.92222, 2.16035], [4.45726, -3.44507, 2.36785], [1.52648, -7.28418, 3.46989], [-6.55905, 5.95025, -6.87878], [-5.37118, 0.40519, -0.50001], [6.90342, -5.61273, 2.71105], [-3.28064, 7.16344, -5.46511], [-5.39577, 6.05109, -4.57248], [-1.76638, 4.17036, 1.22637], [-3.51466, -2.56453, 0.89703], [-5.72505, 5.22821, -5.81975], [0.10838, -1.25782, 3.04383], [-2.44266, 5.51386, 0.98540], [-7.93872, 6.36341, -6.38230], [8.65866, -3.75715, 2.57114], [-4.71709, 0.33380, 0.88074], [8.27778, -5.15094, 0.45031], [5.78184, -5.05180, 3.69519], [6.31698, -6.91849, 2.01109], [7.42394, -4.88988, -0.87098], [2.12989, -2.47640, 4.27055], [-4.76917, 1.47899, -1.39837], [4.36538, -4.76654, 2.97991], [-2.88073, -1.35992, 0.21301], [4.96214, -6.54476, 1.28024], [-1.98520, 5.59908, -1.55702], [-0.86357, 6.63606, -1.48052], [4.13996, -3.35690, 1.15495], [-1.36283, 8.07220, -1.56614], [-3.23109, -0.03016, 0.88163], [2.21894, -3.98086, 3.72321], [7.52855, -4.54052, 1.71918], [-3.01369, 5.65879, -0.42595], [-4.65198, 7.36230, -4.83185], [1.69755, -1.48633, 3.07499], [-1.73815, 6.32290, 1.19961], [9.59227, -4.40548, 2.60516], [6.19981, -7.69801, 2.83054], [8.61580, -6.22180, 0.57875], [1.07666, -6.70636, 2.61212], [-4.52027, 7.88064, -3.87580], [8.00661, -4.42087, -1.71507], [-4.83666, 1.30237, 1.37882], [3.15815, -2.13441, 4.58326], [-2.88364, -0.05483, 1.92123], [6.10210, -4.06424, 4.14256], [-2.46490, 3.34618, 1.05577], [-6.25878, 4.32431, -5.50469], [-3.20838, -2.62260, 1.94538], [-2.66084, 0.76811, 0.39484], [3.04592, -5.77665, 1.61981], [-3.75499, 4.86831, -0.59003], [1.37331, -4.53706, 4.24957], [-4.84843, 2.46562, -0.93415], [6.52174, -4.21428, -0.70412], [9.23633, -4.54580, 0.33053], [-4.79555, 4.88017, -6.28230], [6.99160, -7.38356, 1.23683], [5.23979, -5.77860, 0.48027], [1.95761, -4.05364, 2.61482], [-6.31924, 6.27571, -4.02869], [-0.17980, -0.97890, 4.10258], [-8.50228, 6.83750, -7.18916], [-6.68271, 5.28204, -7.73632], [6.81579, -3.74347, 1.36970], [-5.29918, 1.51315, -2.35322], [-3.26201, 5.62325, 1.70358], [-1.79250, -1.48090, 0.23189], [-2.64776, 6.53310, -4.83424], [-3.71610, 1.28255, -1.61291], [8.26957, -3.65714, 3.63767], [-5.25290, 8.02659, -5.45977], [-4.60470, -2.52575, 0.85591], [-1.53703, 4.60022, -1.58922], [1.20531, -8.37679, 3.45009], [-6.43624, 0.62138, -0.36781], [-5.27015, -0.38674, 1.49224], [-0.33415, -2.27094, 2.77138], [7.75835, -5.96796, 3.37799], [-0.28307, 6.50369, -0.56156], [-2.51443, 5.72031, -2.50918], [6.97828, -5.89151, -1.18959], [-7.87523, 7.07952, -5.56046], [-3.19925, -3.48702, 0.40284], [-3.35451, 6.70062, -6.45158], [8.90937, -2.75211, 2.12097], [-2.01527, 8.32425, -0.72764], [-0.17082, 6.45792, -2.30871], [-0.51821, 8.76478, -1.54657], [5.64667, -5.78042, 4.55686], [-2.78017, 8.12704, -5.58900], [1.18603, -6.90168, 4.48449], [-0.90158, 4.03056, 0.57365], [-3.56569, 6.60254, -0.48361], [2.03162, -1.86276, 2.06131], [-0.19958, -0.46284, 2.29695], [2.21896, -0.48422, 3.22449], [-3.16891, -1.34444, -0.84291], [-4.79432, 5.43116, -3.89729], [-1.91270, 8.23780, -2.49671], [-8.50635, 5.49337, -6.04173], [-6.02455, 6.83030, -7.25077], [-5.31595, -0.56586, -1.00137], [4.57825, -7.43380, 0.68326], [1.41958, -2.39267, 5.14479], [3.05191, -9.34431, 2.73365], [-1.41455, 4.10526, 2.25918]],
  "forces_ev_per_a": [[1.831, 0.254, 3.318], [0.183, -2.349, 3.754], [0.139, 0.136, -2.190], [-1.348, 1.608, -0.293], [-1.366, -1.501, -1.704], [-0.911, -0.674, -4.348], [0.153, -0.264, -0.519], [-0.022, -0.080, 0.061], [-0.011, 0.136, 0.067], [0.023, -0.578, -0.131], [-0.008, 0.164, -0.059], [-0.121, 0.085, 0.060], [0.100, 0.041, 0.133], [0.059, -0.099, -0.135], [0.121, -0.036, -0.069], [1.180, -0.674, 0.216], [-0.118, -0.082, -0.034], [-0.014, 0.101, -0.129], [-0.660, -0.715, 0.268], [-0.111, -0.122, 0.029], [0.002, 1.574, -0.446], [0.261, -0.224, -0.374], [-0.473, 0.403, 0.778], [-0.635, -0.989, -0.002], [0.618, 0.283, -1.706], [-0.046, -0.083, -0.129], [1.571, 0.896, 4.142], [-0.011, 0.037, 0.094], [2.175, -0.075, -2.299], [0.076, -0.125, 0.001], [-0.087, -0.026, -0.069], [-1.410, -0.344, -0.111], [0.139, 0.060, 0.050], [0.093, 0.109, -0.065], [-2.283, 0.491, 1.228], [1.724, 0.336, 0.672], [-0.047, 0.153, 0.027], [0.071, -0.096, 0.108], [-0.543, 0.723, 0.386], [-0.031, 0.003, -0.038], [-1.107, 0.856, 0.003], [-0.171, 0.835, -1.119], [-0.585, 1.166, -0.150], [0.030, -0.688, 1.018], [-0.067, -0.005, -0.047], [-0.514, -0.793, 0.919], [0.007, -0.032, -0.027], [-1.051, -0.644, -0.094], [-0.002, -0.014, -0.027], [-0.517, -1.053, -0.595], [0.038, 0.005, -0.035], [0.003, 0.034, -0.025], [-0.076, 0.021, -0.009], [-0.027, -0.011, 0.021], [0.829, 0.733, -0.015], [0.023, 0.020, 0.013], [1.204, 0.442, -0.683], [0.047, -0.029, -0.015], [1.237, -0.689, 0.025], [-1.168, -0.839, 0.221], [-0.019, 0.008, 0.036], [-0.705, 0.716, 0.782], [-0.448, -0.814, 1.094], [0.646, 0.237, 1.227], [0.024, -0.038, -0.024], [-0.045, -0.220, -1.365], [-0.037, -0.020, 0.087], [0.055, 0.040, 0.008], [0.465, -1.089, 0.374], [0.071, 0.064, 0.035], [0.052, 0.054, -0.046], [-0.008, 0.036, -0.051], [-0.008, -0.016, -0.057], [-0.020, 0.056, 0.008], [0.710, 0.265, -1.283], [-0.021, -0.035, 0.028], [0.042, -0.013, 0.052], [-0.040, 0.011, -0.002], [0.390, 1.364, -0.272], [0.057, -0.079, 0.011], [0.044, 0.031, 0.007], [0.107, 1.400, 0.340], [-1.042, 0.467, -0.829], [-0.029, -0.033, -0.031], [0.024, 0.008, 0.027], [0.611, 1.316, -0.073], [-0.032, -0.046, -0.002], [-0.064, -0.011, 0.064], [0.038, -0.008, 0.046], [-0.301, -1.142, 0.574], [-0.011, 0.012, -0.056], [0.002, -0.035, 0.053], [-0.095, 0.033, -0.017], [-0.114, 0.877, -1.205], [0.045, -0.090, -0.019], [0.670, -0.148, -1.406], [-0.041, -0.032, 0.007], [0.018, -0.040, -0.031], [-0.247, 0.246, 1.182], [0.315, -1.029, 0.963], [-0.697, -1.249, -0.137], [0.016, 0.039, 0.047], [-0.001, 0.025, -0.014], [-0.025, 0.004, 0.060], [0.018, 0.057, 0.036], [0.012, -0.052, 0.023], [-0.003, -0.002, 0.044], [-0.043, 1.127, 1.198], [0.826, -0.167, -1.015], [0.443, 0.212, -0.338], [0.001, -0.072, -0.059]],
  "lowdin_charge": [0.760, 1.054, -0.146, -0.292, -0.146, 0.150, -0.218, -0.272, -0.266, -0.254, -0.112, -0.229, -0.111, -0.113, -0.230, -0.111, -0.265, -0.114, -0.073, -0.224, -0.206, -0.042, -0.123, -0.107, -0.140, -0.108, -0.491, -0.273, -0.153, -0.225, -0.267, -0.641, -0.105, -0.237, -0.198, -0.323, -0.224, -0.267, -0.249, 0.100, 0.093, 0.115, 0.112, 0.054, 0.099, 0.082, 0.109, 0.113, 0.102, 0.135, 0.059, 0.108, 0.068, 0.093, 0.141, 0.097, 0.121, 0.065, 0.043, 0.110, 0.101, 0.122, 0.105, 0.117, 0.102, 0.080, 0.070, 0.104, 0.107, 0.072, 0.106, 0.091, 0.060, 0.066, 0.076, 0.100, 0.069, 0.101, 0.060, 0.107, 0.102, 0.075, 0.155, 0.098, 0.088, 0.076, 0.066, 0.067, 0.067, 0.091, 0.068, 0.105, 0.072, 0.127, 0.072, 0.065, 0.066, 0.104, 0.068, 0.076, 0.113, 0.101, 0.099, 0.066, 0.075, 0.099, 0.099, 0.147, 0.117, 0.061, 0.070]
}

***

(2)
{
  "formula": "CH18NO6",
  "method": "ωB97M-V/def2-TZVPD",
  "total_energy_ha": -554.85066,
  "total_charge": 1,
  "homo_energy_ev": -14.6,
  "gap_ev": 11.8,
  "symbols": ["O", "O", "O", "O", "O", "O", "N", "C", "H", "H", "H", "H", "H", "H", "H", "H", "H", "H", "H", "H", "H", "H", "H", "H", "H", "H"],
  "xyz": [[0.63540, 1.88992, -3.62106], [1.09345, 0.07364, 2.71844], [3.35437, 0.99274, 1.99144], [-0.56591, 1.27911, 0.66541], [-2.27123, 0.98739, -3.21367], [-1.58726, -1.26127, 2.17578], [-0.78341, -1.30999, -0.59049], [-0.09306, -2.60141, -0.35571], [-2.29570, -1.31887, 2.82491], [0.04271, -2.58503, 0.75034], [-0.66259, -0.77042, -1.45345], [0.88267, -2.60967, -0.85247], [-0.60367, 2.19898, 0.37562], [-0.17662, 1.39699, 1.54838], [1.03961, -0.30947, 3.60610], [-0.04224, 1.88435, -2.93892], [-0.97644, -0.57301, 2.47065], [0.26767, 2.57522, -4.20451], [-0.45670, -0.64378, 0.14994], [-2.59276, 1.22791, -4.09856], [-1.81998, -1.38262, -0.56570], [4.13992, 0.99933, 2.55579], [-0.73673, -3.41152, -0.66724], [1.96152, 0.58314, 2.72252], [-1.31115, 1.05695, -3.29286], [3.55812, 1.63138, 1.29932]],
  "forces_ev_per_a": [[-0.676, 0.269, -0.183], [0.331, 0.388, 0.696], [0.873, 0.321, 0.044], [0.290, 0.628, 0.357], [0.137, 0.050, -0.101], [0.086, -0.084, -0.205], [-0.817, 1.655, 0.146], [0.466, 0.182, 0.875], [0.093, 0.085, 0.008], [-0.039, -0.566, -0.910], [0.628, -0.708, -0.239], [-0.381, -0.035, 0.058], [-0.255, -0.132, -0.391], [0.105, -0.593, -0.013], [-0.055, 0.058, -0.222], [0.488, 0.308, 0.547], [-0.103, -0.047, 0.168], [0.510, -0.180, -0.106], [-0.888, -0.173, -0.537], [0.031, -0.167, 0.387], [0.775, -0.041, 0.744], [-0.099, -0.066, -0.069], [0.125, -0.184, -0.080], [-1.090, -0.701, -0.463], [-0.402, -0.288, -0.481], [-0.135, 0.018, -0.028]],
  "lowdin_charge": [-0.044, -0.103, -0.029, -0.059, -0.058, -0.046, 0.111, -0.016, 0.063, 0.101, 0.150, 0.106, 0.064, 0.033, 0.059, 0.000, 0.005, 0.068, 0.102, 0.064, 0.177, 0.083, 0.098, 0.017, -0.022, 0.077]
}